Entry 1:
# C45H107AsF6N5O23S6Sn

A structure of composition C45H107AsF6N5O23S6Sn at a distorted geometry (wB97M-V/def2-TZVPD, the OMol25 dataset).

Cartesian coordinates (Å):
Sn1 -1.71056 -1.50992 -3.64766
As1 -0.20447 0.14606 -0.01979
F1 -1.08205 -0.66974 -1.50854
F2 0.77445 -1.29834 0.03584
F3 0.46231 0.79337 1.31151
F4 -1.18205 1.53018 -0.18957
F5 -1.40471 -0.71850 0.92908
F6 0.92842 0.81891 -1.15382
C1 3.71628 0.47917 0.83207
C2 4.87660 -0.49403 0.64132
C3 6.04253 -0.20456 1.64500
C4 5.62990 -0.55546 3.06639
C5 5.14178 -1.96043 3.12755
C6 4.04270 -2.37134 2.14740
N1 4.54722 -1.89989 0.82116
O1 3.62319 -2.29969 -0.12314
C7 4.06996 -3.86968 2.23307
C8 2.59445 -1.91412 2.52995
C9 5.49106 -0.35338 -0.70423
H1 3.84131 1.32075 0.14014
H2 3.53634 0.82252 1.81788
H3 2.74613 0.05913 0.47415
H4 6.93245 -0.75106 1.30537
H5 6.32799 0.83960 1.55073
H6 4.85346 0.16300 3.38449
H7 6.48704 -0.43921 3.70212
H8 4.76605 -2.13659 4.16397
H9 6.03887 -2.62223 3.06918
H10 3.94839 -4.21881 3.29084
H11 3.32408 -4.35973 1.58965
H12 5.03381 -4.21463 1.86261
H13 2.37746 -2.53217 3.41681
H14 2.35190 -0.91149 2.79132
H15 1.90281 -2.20965 1.75936
H16 5.88572 0.59998 -0.85181
H17 4.69904 -0.45524 -1.45382
H18 6.16778 -1.21655 -0.88104
H19 2.90479 -1.65887 0.01234
C10 3.56978 1.83661 6.30848
C11 2.54764 2.03868 5.15765
C12 2.11035 0.72273 4.60433
C13 1.11334 -0.08363 5.34238
C14 -0.10812 0.81635 5.53199
C15 0.26706 2.15119 6.24211
N2 1.31199 2.77300 5.35768
O2 1.57433 4.05927 5.89005
C16 -0.92049 3.04990 6.09527
C17 0.68458 1.91253 7.69966
C18 3.30194 2.88880 4.09293
H20 3.91078 2.81232 6.66707
H21 4.36453 1.29539 5.78561
H22 3.38686 1.26282 7.22459
H23 1.61778 0.88968 3.61795
H24 2.99053 0.07243 4.32156
H25 1.57550 -0.43927 6.27495
H26 0.90899 -0.91199 4.67796
H27 -0.96687 0.38227 6.04521
H28 -0.45556 1.08988 4.51759
H29 -1.27302 3.12244 5.05530
H30 -1.82591 2.58823 6.48944
H31 -0.80695 4.08582 6.47134
H32 -0.22859 1.55520 8.19374
H33 1.48652 1.24463 7.95087
H34 0.90672 2.84396 8.19277
H35 3.47380 3.89548 4.49705
H36 2.76948 2.99409 3.12431
H37 4.28388 2.44251 3.77463
H38 1.84157 4.09079 6.84339
O3 -1.96832 -1.74746 -9.10019
S1 -1.35053 -1.39068 -7.82786
O4 -1.95145 -1.70707 -6.55189
O5 0.02777 -2.17909 -7.71443
C19 0.81090 -2.25270 -8.97870
C20 0.59548 -3.61661 -9.67558
C21 -1.05479 0.40748 -7.80628
H39 1.82060 -2.12555 -8.63893
H40 0.53054 -1.40792 -9.59788
H41 0.89196 -4.37950 -8.94438
H42 1.05820 -3.83585 -10.63518
H43 -0.48697 -3.69400 -9.76910
H44 -0.32663 0.63683 -7.05571
H45 -1.99792 0.84042 -7.55170
H46 -0.82084 0.85531 -8.78839
O6 -2.28301 -5.53726 -0.97073
S2 -2.83192 -4.21371 -0.92796
O7 -2.40658 -3.21755 -1.87343
O8 -4.42047 -4.31518 -1.06544
C22 -4.86023 -5.71211 -1.20786
C23 -6.33057 -5.62815 -1.47246
C24 -2.58967 -3.70582 0.77217
H47 -4.65273 -6.28117 -0.28475
H48 -4.32688 -6.26194 -2.00476
H49 -6.42230 -5.18903 -2.47306
H50 -6.75843 -4.97899 -0.74752
H51 -6.79022 -6.64211 -1.48235
H52 -3.13030 -4.42920 1.35121
H53 -2.98961 -2.69868 0.95420
H54 -1.52572 -3.63731 0.97741
O9 -4.44911 5.67669 -1.72303
S3 -4.37990 4.64120 -0.70687
O10 -4.01395 3.31396 -1.04635
O11 -3.34903 5.19503 0.37549
C25 -2.38036 4.27295 0.86412
C26 -1.66201 4.94757 2.04512
C27 -6.01313 4.60428 0.16738
H55 -1.75071 3.96544 0.00046
H56 -2.86698 3.37682 1.19866
H57 -2.38051 4.95520 2.88424
H58 -1.41573 6.00046 1.86787
H59 -0.77502 4.34361 2.40151
H60 -6.16690 5.40159 0.88777
H61 -6.00609 3.66715 0.73632
H62 -6.75467 4.58869 -0.61346
O12 1.87587 4.72960 -1.97148
S4 2.79069 4.05788 -1.04836
O13 3.52320 2.88378 -1.38429
O14 3.86172 5.10030 -0.51428
C28 3.47120 6.39722 0.04393
C29 3.46840 6.38413 1.58032
C30 1.71521 3.66859 0.39147
H63 2.48054 6.59899 -0.33256
H64 4.13351 7.11044 -0.44085
H65 3.42320 7.40137 1.93342
H66 4.33985 5.92628 2.05374
H67 2.54899 5.85324 1.86908
H68 2.25571 3.18847 1.19181
H69 1.09213 2.83091 0.02382
H70 1.01197 4.49863 0.55424
O15 -4.73294 2.18429 2.20620
S5 -5.48629 1.14425 2.82953
O16 -6.70048 0.57665 2.27722
O17 -4.58179 -0.10872 3.14299
C31 -3.17747 0.11501 3.44097
C32 -2.56431 -1.23968 3.76069
C33 -5.78107 1.68442 4.49329
H71 -3.13982 0.75201 4.33993
H72 -2.73215 0.50486 2.53236
H73 -1.57134 -1.13220 4.24050
H74 -2.45024 -1.69478 2.76504
H75 -3.19446 -1.81521 4.41886
H76 -4.84479 2.00904 4.95496
H77 -6.29226 0.90701 5.07976
H78 -6.36297 2.61172 4.54051
O18 0.46849 -0.16416 -3.85846
S6 1.52285 -1.08323 -4.28419
O19 1.21252 -1.87539 -5.40076
O20 2.76994 -0.30516 -4.66339
C34 3.30607 0.90809 -3.92471
C35 3.40386 2.02659 -4.95635
C36 2.01323 -2.21699 -2.86457
H79 4.25441 0.58901 -3.43840
H80 2.54984 1.14424 -3.15953
H81 2.50051 2.29942 -5.49019
H82 4.05695 1.67865 -5.79631
H83 3.81809 2.89738 -4.46492
H84 2.86004 -1.76350 -2.35415
H85 2.18853 -3.13929 -3.37176
H86 1.10241 -2.25560 -2.26642
C37 1.64964 -7.37357 -2.43675
O21 2.06876 -6.28122 -2.65147
N3 1.72206 -8.03527 -1.24830
C38 1.39797 -9.45432 -1.16478
C39 2.40496 -7.45178 -0.11928
H87 0.97211 -7.92879 -3.16083
H88 1.08518 -9.71846 -2.20425
H89 0.55953 -9.54012 -0.49106
H90 2.27221 -10.04119 -0.85664
H91 2.86032 -6.56190 -0.38617
H92 1.82452 -7.40002 0.82327
H93 3.17983 -8.23110 0.07123
C40 -1.59942 1.98557 -3.43125
O22 -2.35017 0.98228 -3.77175
N4 -1.95382 3.25764 -3.60654
C41 -1.04133 4.35592 -3.29776
C42 -3.15413 3.56590 -4.35012
H94 -0.66756 1.82714 -2.89832
H95 -1.76732 5.18778 -3.25200
H96 -0.24387 4.55864 -4.02529
H97 -0.70551 4.26360 -2.22676
H98 -2.84528 4.13402 -5.24440
H99 -3.63379 2.62707 -4.52939
H100 -3.77553 4.24528 -3.76281
C43 -4.98794 -2.00674 -3.20691
O23 -3.93254 -1.70837 -3.77863
N5 -5.56384 -1.24127 -2.26495
C44 -4.93161 0.02997 -1.84412
C45 -6.85557 -1.47492 -1.65472
H101 -5.53245 -2.89596 -3.49494
H102 -3.90575 -0.08636 -2.14922
H103 -5.01421 0.15474 -0.74550
H104 -5.47313 0.79718 -2.36191
H105 -7.40199 -0.54523 -1.68530
H106 -7.39287 -2.32703 -2.10694
H107 -6.66500 -1.65316 -0.57745

Summary:
net charge = +1
HOMO energy = -10.00 eV
largest force on an atom = 0.091 Eh/bohr
E = -250922.9058 eV
gap between HOMO and LUMO = 8.32 eV

Atom charges from the Löwdin analysis, given in e for atoms 1 to 99: 1.65, 0.78, -0.40, -0.23, -0.15, -0.19, -0.23, -0.22, 0.00, -0.51, -0.11, -0.19, -0.16, -0.48, -0.10, -0.03, -0.06, -0.01, -0.03, 0.07, 0.05, 0.06, 0.13, 0.12, 0.08, 0.11, 0.13, 0.14, 0.11, 0.08, 0.09, 0.10, 0.02, 0.06, 0.07, 0.06, 0.12, 0.04, -0.01, -0.51, -0.20, -0.17, -0.14, -0.50, -0.08, -0.06, -0.05, -0.01, -0.02, 0.09, 0.08, 0.07, 0.11, 0.11, 0.13, 0.09, 0.12, 0.11, 0.08, 0.08, 0.10, 0.10, 0.06, 0.08, 0.08, 0.06, 0.09, 0.11, -0.28, 0.62, -0.38, -0.28, -0.20, -0.05, -0.08, 0.11, 0.10, 0.08, 0.08, 0.06, 0.06, 0.06, 0.08, -0.26, 0.61, -0.41, -0.26, -0.26, -0.07, -0.09, 0.13, 0.13, 0.08, 0.07, 0.11, 0.07, 0.06, 0.08, -0.30



Entry 2:
# C4H10BN

An isolated molecule of C4H10BN at a distorted geometry (wB97M-V/def2-TZVPD, the OMol25 dataset).

Cartesian coordinates (Å):
C1 -1.72525 1.45651 0.76990
B1 -0.71125 0.46627 0.23602
C2 0.81195 0.27140 0.75416
C3 1.38815 -1.07491 0.08710
C4 0.70037 -1.12981 -1.22370
N1 -0.66859 -0.52031 -1.13593
H1 -1.50486 2.48640 0.32710
H2 -1.64435 1.67102 1.83847
H3 -2.84951 1.47144 0.74638
H4 1.46862 1.10429 0.30456
H5 1.01071 0.15322 1.73223
H6 2.43436 -1.01912 -0.07299
H7 0.94390 -1.86417 0.80360
H8 1.22868 -0.43702 -1.87302
H9 0.62691 -2.03035 -1.81702
H10 -1.50985 -1.00488 -1.47686

Summary:
HOMO energy = -8.62 eV
SMILES = CB1CCCN1
largest force on an atom = 0.114 Eh/bohr
E = -6475.9563 eV
gap between HOMO and LUMO = 9.30 eV

So, what does the natural (NBO) scheme give us? The charges, in e, come out as: -1.07, 0.91, -0.74, -0.39, -0.22, -0.86, 0.27, 0.25, 0.25, 0.22, 0.22, 0.21, 0.19, 0.17, 0.20, 0.39



Entry 3:
# C5H8NS2

A cluster of 2 separate species, C5H8NS2 in total at a distorted geometry (wB97M-V/def2-TZVPD, the OMol25 dataset).

Cartesian coordinates (Å):
C1 -3.07773 -0.62264 0.63473
C2 -3.24026 0.52467 -0.08537
C3 -0.75472 0.11733 0.25821
C4 2.18129 0.05049 1.05086
C5 1.73813 -0.02089 -1.34816
N1 1.50295 0.60056 -0.09554
S1 -1.47619 -1.12605 1.06924
S2 -1.73447 1.23889 -0.50738
H1 -3.90104 -1.01618 1.11777
H2 -4.15610 0.83154 -0.57525
H3 3.25703 0.24014 0.88815
H4 2.12669 -1.00284 1.08284
H5 2.16019 0.54750 2.02789
H6 2.63410 0.16534 -1.88849
H7 1.07542 0.52503 -2.18093
H8 1.66472 -1.05289 -1.44858

Summary:
net charge = +1
HOMO energy (spin up / spin down) = -13.03 / -14.03 eV
<S²> = 2.02
largest force on an atom = 0.109 Eh/bohr
spin multiplicity = 3
E = -28462.4377 eV
gap between HOMO and LUMO (spin up / spin down) = 8.49 / 7.33 eV

So, what does the natural (NBO) scheme give us? The charges, in e, come out as: -0.39, -0.40, -0.43, -0.53, -0.53, 0.01, 0.63, 0.62, 0.26, 0.29, 0.24, 0.25, 0.25, 0.25, 0.23, 0.25



Entry 4:
# C16H12Br2CuF3N4O3S

A structure of composition C16H12Br2CuF3N4O3S (wB97M-V/def2-TZVPD, the OMol25 dataset).

Cartesian coordinates (Å):
Cu1 -0.37377 -0.46818 -0.37117
Br1 3.03776 2.77674 4.38138
C1 1.93879 1.86995 3.15062
C2 1.68496 0.51929 3.31258
C3 0.86252 -0.09096 2.38272
N1 0.32457 0.55772 1.35484
C4 0.59144 1.85394 1.19661
C5 1.38713 2.56037 2.08674
C6 -0.01350 2.48267 -0.01326
C7 0.48594 3.66079 -0.54808
C8 -0.07484 4.12745 -1.72250
Br2 0.59061 5.69984 -2.51596
C9 -1.10820 3.43247 -2.32323
C10 -1.54186 2.27367 -1.70297
N2 -1.01621 1.80303 -0.57640
H1 2.11008 -0.04359 4.12992
H2 0.63101 -1.14686 2.45426
H3 1.57186 3.61662 1.96541
H4 1.31763 4.18002 -0.09763
H5 -1.55247 3.76766 -3.24844
H6 -2.34612 1.69348 -2.13855
N3 -2.89578 -0.92956 1.05644
C11 -2.41902 -2.17823 0.77495
C12 -3.14771 -3.33949 1.06496
C13 -2.56224 -4.55927 0.81458
C14 -1.27176 -4.62067 0.29195
C15 -0.63174 -3.43373 0.01478
N4 -1.19380 -2.23746 0.23513
H7 -3.87719 -0.78394 1.20267
H8 -2.32751 -0.14987 0.74845
H9 -4.14213 -3.26400 1.48310
H10 -3.10859 -5.46901 1.02858
H11 -0.78107 -5.56186 0.09507
H12 0.36425 -3.39709 -0.40978
F1 2.54519 -1.97641 -3.70531
C16 2.94041 -0.83148 -3.13536
F2 4.22324 -0.95994 -2.77659
F3 2.85197 0.14458 -4.04337
S1 1.90462 -0.45017 -1.66798
O1 2.00838 -1.60218 -0.79986
O2 2.44536 0.78291 -1.15292
O3 0.56777 -0.30925 -2.27636

Summary:
HOMO energy = -8.27 eV
largest force on an atom = 0.009 Eh/bohr
E = -232604.1386 eV
gap between HOMO and LUMO = 7.83 eV

So, what does the natural (NBO) scheme give us? The charges, in e, come out as: 0.86, 0.10, -0.03, -0.28, 0.10, -0.52, 0.20, -0.26, 0.20, -0.25, -0.03, 0.10, -0.28, 0.09, -0.49, 0.24, 0.21, 0.24, 0.24, 0.24, 0.20, -0.80, 0.40, -0.30, -0.13, -0.31, 0.08, -0.60, 0.40, 0.40, 0.22, 0.22, 0.23, 0.24, -0.32, 0.70, -0.32, -0.32, 2.31, -0.98, -0.97, -1.03



Entry 5:
# CH3NO2Sn

A structure of composition CH3NO2Sn at a distorted geometry (wB97M-V/def2-TZVPD, the OMol25 dataset).

Cartesian coordinates (Å):
Sn1 -2.27238 17.85252 7.40627
C1 -2.91138 13.83728 10.20913
N1 -2.43088 13.98257 8.79827
O1 -2.02134 12.98600 8.16438
O2 -2.66581 15.16313 8.39202
H1 -2.73030 12.80993 10.52516
H2 -3.99231 13.95364 10.28759
H3 -2.33757 14.54337 10.80936

Summary:
net charge = +1
HOMO energy (spin up / spin down) = -12.69 / -15.53 eV
<S²> = 0.75
largest force on an atom = 0.086 Eh/bohr
spin multiplicity = 2
E = -12490.0593 eV
gap between HOMO and LUMO (spin up / spin down) = 6.02 / 9.04 eV

So, what does the natural (NBO) scheme give us? The charges, in e, come out as: 0.98, -0.48, 0.54, -0.25, -0.52, 0.25, 0.26, 0.24